(1)
A molecular structure, C54H49F3MnN8O4PSSe at a distorted geometry, computed with ωB97M-V/def2-TZVPD.

The geometry in XYZ format:
```
122
Properties=species:S:1:pos:R:3:mulliken_charge:R:1
Se -1.326 2.885 1.372 -0.2519
Mn -0.282 0.283 0.184 2.1117
S -1.851 -0.390 3.314 0.7757
P 1.722 -1.333 -1.622 -0.6161
F -1.598 -2.888 2.849 -0.2137
F -0.326 -2.490 4.560 -0.2548
F 0.336 -1.660 2.687 -0.2059
O -5.607 -0.153 4.534 -0.6377
O -1.733 -0.081 1.829 -0.6811
O -1.232 0.588 4.196 -0.4737
O -3.132 -0.956 3.619 -0.6872
N 3.489 -1.452 0.485 0.5568
N 0.822 4.751 0.648 0.6924
N 0.210 -3.741 -1.409 0.2173
N -1.076 5.632 1.321 0.4094
N -0.174 0.676 -1.876 0.6367
N 1.856 0.051 0.793 0.7502
N 1.453 0.868 -3.405 0.2466
N -0.782 -1.912 -0.579 0.9698
C 1.676 3.320 -5.332 -0.7409
C 1.744 3.906 -6.576 -0.7490
C -2.576 -7.814 -2.648 -0.3615
C -1.080 -4.126 -1.012 0.5900
C -4.996 -3.465 1.283 -1.0058
C 1.846 3.844 0.157 -1.4955
C -2.921 -5.543 -2.016 -0.2026
C 1.008 6.109 0.875 -0.6436
C 1.642 1.801 3.209 0.0111
C -2.416 5.809 1.859 -0.8252
C 0.971 0.116 -2.352 -0.5043
C 1.067 2.474 4.345 -0.6584
C 0.333 -2.360 -1.127 -0.6515
C -0.467 4.422 1.059 -0.4756
C -0.505 1.732 -2.734 -1.6128
C 1.189 1.889 5.573 -0.6388
C -3.068 -2.729 -0.050 1.0795
C -0.768 -1.979 3.414 0.5165
C -1.670 2.571 -2.420 0.3385
C -2.924 1.955 -2.283 0.0934
C 0.583 3.989 -7.414 -0.5022
C -1.768 -2.972 -0.615 -1.2510
C -4.792 -1.148 0.673 -0.7159
C -4.081 2.682 -2.026 -1.0816
C -1.624 -5.407 -1.442 0.0938
C -0.190 6.644 1.220 -0.3621
C 2.555 -0.119 2.036 -0.8274
C 2.147 0.530 3.263 0.1936
C 6.526 -2.432 4.521 -0.3651
C 6.277 -1.080 4.340 -0.9316
C -3.360 -6.662 -2.685 -0.8587
C 4.600 -2.994 3.107 -0.0790
C -4.004 4.082 -1.882 -0.4752
C 2.464 -0.757 -0.072 -0.3867
C 0.493 2.676 -4.872 0.6197
C -3.647 -1.433 -0.019 -0.3364
C 5.174 -0.731 3.602 -0.1456
C 0.466 1.801 -3.720 0.7753
C 5.674 -3.407 3.909 -0.8713
C 3.465 -1.140 1.887 0.5565
C 4.436 -1.647 2.846 -0.0108
C -0.662 3.639 -6.836 -0.7040
C -5.480 -2.157 1.410 -0.3671
C 2.299 -0.046 4.589 -0.4183
C -0.703 3.079 -5.544 -0.2071
C -3.778 -3.721 0.593 -0.0552
C 1.110 -4.482 -2.370 -0.9259
C 4.541 -2.152 -0.246 -0.8616
C -1.618 3.963 -2.240 0.3299
C -1.329 -7.762 -1.990 -0.7480
C 1.817 0.606 5.715 -0.7965
C 2.769 0.846 -4.021 -1.3013
C -0.904 -6.566 -1.416 -0.3079
C -2.758 4.698 -2.022 -1.0133
H 6.833 -0.260 4.757 0.4595
H -5.474 -4.225 1.863 0.4303
H 2.546 3.268 -4.647 0.6702
H 2.768 3.893 0.825 0.3644
H 4.853 0.286 3.491 0.4699
H -6.352 -1.914 2.057 0.4775
H 0.539 3.387 4.219 0.5708
H -2.717 6.885 1.678 0.2927
H 1.998 6.559 0.858 0.4832
H 2.814 -0.928 4.722 0.8743
H 2.164 -4.531 -1.998 0.1766
H 1.554 2.240 2.229 0.0554
H 1.455 2.848 0.002 0.2617
H -3.005 0.861 -2.473 0.5414
H -1.686 3.048 -5.013 0.3189
H 5.097 -1.400 -0.841 0.3063
H -1.602 3.779 -7.374 0.4134
H 2.167 4.256 -0.764 0.5286
H -5.085 2.226 -2.014 0.4332
H -0.567 7.676 1.368 0.4387
H 0.763 -5.477 -2.595 0.6394
H 7.280 -2.808 5.198 0.4145
H -3.066 5.189 1.179 0.2824
H 5.859 -4.455 4.118 0.4304
H -3.420 -4.742 0.596 0.6391
H -5.231 -0.136 0.518 0.3854
H 4.169 -3.026 -0.825 0.1606
H 3.540 1.325 -3.336 0.2871
H 2.754 1.304 -5.006 0.7104
H -4.326 -6.627 -3.165 0.4560
H -0.625 -8.591 -1.815 0.3858
H 1.903 0.075 6.685 0.3796
H -2.968 -8.706 -3.141 0.4023
H 0.042 -6.587 -0.906 0.6779
H -2.645 5.379 2.894 0.2694
H -4.848 4.699 -1.558 0.4349
H -2.680 5.754 -1.841 0.4851
H -3.484 -4.631 -2.056 0.4670
H -4.842 -0.493 4.024 0.4526
H 0.808 2.500 6.393 0.3812
H 0.659 4.361 -8.441 0.4153
H -0.666 4.515 -2.146 0.5011
H 5.256 -2.584 0.486 0.4511
H 3.108 -0.170 -4.188 0.3519
H 0.999 -4.012 -3.355 0.3243
H -5.832 -0.953 5.106 0.3137
H 2.705 4.268 -6.869 0.4136
H -3.097 -0.618 -0.455 0.3741
H 4.030 -3.733 2.551 0.4770
```

Frontier orbital gap (spin up / spin down)   6.20 / 2.88 eV
Spin multiplicity   5
Charge   +2

=====

(2)
A molecular structure, C54H49F3N3O9SSbSiY at a distorted geometry, computed with ωB97M-V/def2-TZVPD.

The geometry in XYZ format:
```
122
Properties=species:S:1:pos:R:3:mulliken_charge:R:1
Sb 0.376 -1.151 -3.025 0.6002
Y 0.880 -1.000 0.914 -0.6726
S 4.224 -0.627 0.579 0.4858
Si -1.026 -0.045 3.664 -0.1313
F -0.920 -3.331 -8.766 -0.3614
F 0.675 5.040 -4.006 -0.4307
F -5.573 -1.298 -1.052 -0.4138
O 3.061 -0.917 1.515 -0.6252
O 3.855 -2.065 -2.526 -0.7124
O 1.724 -2.418 -0.658 0.4260
O 0.364 -3.300 0.825 -0.5366
O 1.009 1.266 1.417 -0.5446
O -0.182 -8.412 -0.008 -0.7181
O 0.441 0.284 -0.764 1.8019
O -0.965 -8.852 -2.087 -0.7273
O -0.258 -1.015 2.639 -0.8336
N 0.184 1.552 -0.658 0.0172
N 0.489 2.005 0.485 0.4232
N 0.882 -4.213 -2.529 -0.1158
C 0.339 3.806 2.080 -0.1757
C -0.129 1.838 5.695 -0.3165
C -0.128 -1.851 -5.003 0.4387
C -1.100 -2.829 -5.195 -0.5220
C -3.312 -1.836 -0.679 -0.9969
C -1.376 -3.337 -6.457 -0.7599
C -4.297 -1.297 -1.484 0.3461
C -2.688 -0.754 -3.154 -0.3150
C -3.491 2.960 1.001 -1.0421
C 0.561 3.705 -3.817 0.5564
C -2.211 -1.058 4.743 2.1204
C 1.467 1.519 -3.996 -1.2108
C 0.956 -3.373 -0.293 0.3526
C 3.919 0.984 -0.103 0.5460
C 0.230 0.913 4.711 1.0235
C 0.332 -1.899 -7.384 -0.5055
C 0.171 3.376 0.774 0.5870
C -3.218 3.302 2.318 -0.7498
C 2.554 1.453 5.174 -0.4007
C -0.425 -8.161 -1.202 0.4010
C 2.171 2.380 6.132 -0.6507
C -2.344 0.880 1.337 -0.1174
C 0.192 -6.456 -3.012 -0.8233
C -0.559 5.536 0.092 -0.4858
C 0.618 -5.190 -3.391 -0.2989
C 5.550 -0.240 1.719 -1.0109
C 0.319 0.968 -3.430 0.3485
C -2.041 1.203 2.662 0.9496
C 0.702 -4.502 -1.232 0.9572
C 3.697 2.098 0.700 -0.0297
C -2.508 2.431 3.134 0.3164
C -0.274 4.221 -0.234 -0.0484
C -4.011 -0.756 -2.727 -1.0021
C 1.599 2.885 -4.209 -0.9494
C 0.591 -1.413 -6.111 -0.5150
C -1.391 -1.922 5.705 -1.8841
C 0.822 2.567 6.395 -1.0321
C -3.003 -1.967 3.795 -1.7082
C 0.027 -6.753 -1.668 0.0417
C -3.192 -0.198 5.540 -1.7250
C 0.046 5.129 2.384 -0.8610
C -0.584 3.211 -3.228 -0.6412
C 1.594 0.732 4.477 0.1614
C -0.402 5.992 1.396 -0.8821
C 0.284 -5.734 -0.755 -0.9678
C 3.817 1.045 -1.486 -0.6801
C -1.665 -1.273 -2.361 0.5029
C -3.058 1.737 0.510 -0.0206
C -2.004 -1.807 -1.145 -1.3022
C 3.394 3.304 0.095 -0.6697
C -0.691 1.840 -3.036 0.1462
C 3.496 2.261 -2.078 -0.8664
C -0.656 -2.852 -7.529 0.2143
C 3.291 3.382 -1.291 -0.5375
H 3.032 -2.113 -2.010 0.1057
H 5.143 0.360 2.532 0.1645
H 2.918 2.945 6.677 0.3867
H -1.174 2.002 5.931 0.0695
H 0.749 -4.942 -4.441 0.5671
H 3.709 2.017 1.780 -0.1597
H 5.936 -1.180 2.103 0.4441
H -1.656 -3.219 -4.349 0.5650
H -3.781 0.456 4.892 0.2935
H 1.918 0.013 3.734 -0.0196
H 6.324 0.300 1.178 0.4368
H -0.684 -2.555 5.164 0.2680
H -0.632 7.021 1.639 0.3833
H 3.993 -2.977 -2.798 0.3513
H -3.893 -0.841 6.085 0.5030
H -0.034 -7.224 -3.741 0.4759
H 0.163 5.475 3.402 0.4848
H -3.639 -1.384 3.122 0.2964
H -1.581 1.457 -2.551 -0.2839
H -2.684 0.423 6.282 0.2764
H -3.269 1.443 -0.512 0.2917
H 0.880 -1.555 -8.251 0.4625
H 0.510 3.279 7.150 0.4199
H -1.371 3.889 -2.925 0.6107
H -2.025 -0.075 0.929 -0.0740
H 0.168 -5.922 0.303 0.6721
H 3.971 0.152 -2.082 0.5123
H -2.051 -2.579 6.283 0.4935
H -0.908 6.209 -0.681 0.4508
H -2.303 2.736 4.154 0.1762
H 3.028 4.324 -1.755 0.4446
H 3.383 2.319 -3.153 1.0053
H -1.253 -2.229 -0.521 1.6142
H -2.130 -4.097 -6.610 0.4555
H -2.339 -2.584 3.187 0.2410
H -2.458 -0.340 -4.130 0.4752
H 3.203 4.179 0.704 0.3844
H -4.040 3.642 0.363 0.3947
H -3.561 -2.265 0.284 0.4854
H -3.655 -2.633 4.371 0.5677
H 0.677 3.110 2.834 0.2575
H 3.607 1.286 4.973 0.4272
H 2.302 0.880 -4.269 0.7711
H 1.371 -0.668 -6.000 0.2341
H -0.391 3.852 -1.243 -0.4165
H -0.823 -1.311 6.411 0.3302
H -4.806 -0.348 -3.336 0.4552
H 2.485 3.312 -4.660 0.5798
H -3.550 4.256 2.709 0.4328
```

Frontier orbital gap   6.68 eV
ΔE to the lowest compared entry with this formula, charge and spin   113.4 kJ/mol
Charge   -1

=====

(3)
A molecular structure, C54H50BrInN4O7S at a distorted geometry, computed with ωB97M-V/def2-TZVPD.

The geometry in XYZ format:
```
118
Properties=species:S:1:pos:R:3:mulliken_charge:R:1
In 0.423 0.371 -0.463 2.7003
Br 2.836 -1.159 -1.885 -0.6385
S -0.525 -1.352 -3.251 0.2430
O 0.637 1.659 -2.259 -0.5740
O -0.814 -0.893 -1.834 -0.6293
O -0.451 -8.403 2.150 -0.4417
O 9.485 0.082 0.939 -0.4602
O 1.653 2.596 -2.104 -0.4024
O -8.780 0.725 1.555 -0.4359
O 0.494 9.321 -0.477 -0.3820
N 1.604 -0.726 1.198 -0.4582
N 1.953 1.826 0.136 -0.3552
N -1.218 -0.844 0.857 -0.2349
N -1.082 1.920 0.090 -0.4641
C 3.541 -1.906 1.610 -0.8884
C -0.207 -7.075 2.009 0.7437
C 10.300 0.128 2.163 -0.7210
C -1.017 -5.115 0.827 -0.4224
C -0.047 -3.982 -4.326 -0.5548
C 6.136 0.863 -0.105 -0.4636
C 2.548 -2.858 1.471 -1.9185
C -4.662 0.836 0.979 -0.2274
C -3.296 -1.644 1.475 -1.1743
C -3.410 -1.136 -4.025 0.1114
C -6.558 1.680 2.121 -0.9112
C -2.007 -0.592 -4.208 -0.8059
C 5.295 0.471 1.023 0.0225
C 3.159 3.727 -0.578 -1.1110
C -3.180 0.768 0.851 1.2080
C 3.821 0.537 1.028 0.8947
C 3.271 1.689 0.461 -0.0983
C 0.007 7.304 0.757 -0.8922
C -0.791 3.221 -0.362 -0.3143
C -4.130 -1.683 -5.252 -1.4151
C 3.996 2.956 0.171 -1.2308
C 1.322 -2.125 1.225 0.9850
C -5.202 1.700 1.912 -0.4537
C 5.995 -0.021 2.128 -0.6001
C 8.187 0.219 1.063 0.5689
C -2.570 -0.472 0.951 0.0410
C 0.686 -4.933 2.538 -0.6653
C -0.353 10.123 0.357 -0.7014
C 0.487 3.794 -0.539 0.8646
C 7.381 -0.210 2.142 -0.4763
C 0.496 -9.363 2.685 -0.7651
C 7.473 0.699 -0.078 -0.7917
C 1.279 6.019 -1.449 -0.5732
C -0.058 5.924 0.621 -0.4134
C 3.004 -0.612 1.344 0.1265
C -2.460 1.825 0.291 0.2778
C 1.255 7.376 -1.378 -0.8382
C -0.726 -3.199 -3.239 -0.1000
C -6.890 0.048 0.363 -0.6439
C 0.588 7.982 -0.309 1.1398
C -1.134 -2.176 1.145 0.2183
C -5.493 0.079 0.200 -0.0306
C 1.418 -4.210 -3.951 -0.8714
C 0.654 -6.301 2.802 -1.0440
C -7.408 0.865 1.367 0.8829
C -3.076 3.087 -0.132 -1.3432
C -2.066 3.918 -0.483 -1.0394
C 1.808 2.996 -0.756 1.4252
C -1.064 -6.464 1.079 -0.7279
C -2.423 -2.635 1.715 -1.7420
C -0.014 -4.288 1.527 0.0893
C 0.569 5.221 -0.425 -0.0097
C -9.323 1.066 2.829 -0.7935
C 0.093 -2.835 1.331 1.2375
H -0.375 9.743 1.398 0.3071
H 1.829 -5.187 -4.378 0.3232
H -1.378 10.244 -0.138 0.2493
H 8.087 0.831 -0.908 0.4994
H -3.258 -1.881 -3.219 0.0525
H -9.012 0.461 3.705 0.3323
H -5.013 -0.676 -0.436 0.6267
H -4.414 -0.849 -5.932 0.3550
H 5.430 -0.269 3.010 0.6159
H 11.027 0.934 1.987 0.2630
H 1.316 -4.311 3.132 0.7452
H 1.509 -4.247 -2.844 0.1413
H -1.979 0.442 -3.859 0.3865
H 7.888 -0.674 3.001 0.3112
H -1.630 -0.576 -5.303 0.5252
H -0.618 7.762 1.580 0.1154
H -4.030 -0.336 -3.595 0.3260
H 0.149 -10.383 2.515 0.2442
H -0.624 -4.913 -4.572 0.3998
H 10.747 -0.810 2.400 0.2748
H -1.712 -4.778 0.055 0.4337
H 0.132 11.131 0.475 0.2392
H 2.015 -3.335 -4.258 0.2634
H -3.451 -2.322 -5.812 0.3125
H 1.528 -9.320 2.295 0.3061
H 5.003 3.122 0.622 0.6282
H -2.239 4.981 -0.627 0.6147
H -5.100 -2.223 -5.120 0.3311
H -0.592 5.320 1.416 0.3295
H 5.689 1.200 -1.057 0.4463
H 9.644 0.403 3.047 0.3280
H -0.456 -3.527 -2.209 -0.0384
H -4.539 2.344 2.492 0.4805
H -1.792 -3.337 -3.392 0.3703
H -9.185 2.102 3.084 0.3128
H 0.515 -9.089 3.769 0.3070
H -0.189 -3.332 -5.226 0.2519
H -4.374 -1.694 1.721 0.4324
H 1.315 -6.769 3.550 0.3062
H -4.112 3.289 -0.155 0.7153
H 4.553 -2.111 1.864 0.6301
H -10.415 0.812 2.758 0.2506
H -6.996 2.334 2.867 0.2163
H 1.732 5.508 -2.282 0.6389
H 1.853 8.063 -2.022 0.3670
H -7.546 -0.599 -0.271 0.3680
H 2.618 -3.915 1.527 0.9486
H 3.360 4.712 -0.978 0.5391
H -2.574 -3.591 2.184 0.6419
H -1.749 -7.093 0.520 0.4043
```

Frontier orbital gap (spin up / spin down)   4.93 / 4.74 eV
ΔE to the lowest compared entry with this formula, charge and spin   323.9 kJ/mol